Entry 1:
{
  "formula": "C12H13OP",
  "method": "the ωB97M-V functional and the def2-TZVPD basis",
  "de_lowest_kj_mol": 4.4,
  "charge": 0,
  "spin_multiplicity": 1,
  "e_homo_ev": -8.6,
  "orbital_gap_ev": 8.91,
  "smiles": "CC1=CC=C(C)P1(=O)c1ccccc1",
  "total_energy_ha": -881.609752,
  "elements": ["C", "C", "C", "C", "C", "C", "C", "C", "C", "C", "C", "C", "O", "P", "H", "H", "H", "H", "H", "H", "H", "H", "H", "H", "H", "H", "H"],
  "xyz": [[-2.43, 2.13, 1.28], [-1.36, 1.45, 1.98], [-2.64, 2.03, -0.04], [-0.62, 0.63, 1.16], [-1.76, 1.33, -0.88], [-0.85, 0.55, -0.25], [2.56, -0.72, 0.05], [1.78, -1.87, 0.50], [1.88, 0.09, -0.77], [0.54, -1.96, 0.10], [2.18, 1.31, -1.52], [-0.47, -3.11, 0.29], [-0.12, -1.02, -2.44], [0.22, -0.59, -1.03], [-3.02, 2.79, 1.96], [-1.41, 1.42, 3.10], [-3.41, 2.74, -0.39], [0.07, -0.08, 1.56], [-2.14, 1.31, -1.90], [3.67, -0.67, 0.36], [2.29, -2.66, 1.07], [2.58, 2.06, -0.85], [1.26, 1.64, -2.08], [3.00, 1.13, -2.19], [0.10, -3.73, 0.96], [-0.56, -3.61, -0.65], [-1.32, -2.57, 0.62]],
  "nbo_charge": [-0.19, -0.21, -0.23, -0.18, -0.16, -0.46, -0.21, -0.22, -0.31, -0.31, -0.65, -0.63, -1.06, 1.90, 0.21, 0.23, 0.22, 0.22, 0.24, 0.22, 0.21, 0.23, 0.23, 0.24, 0.22, 0.24, 0.22]
}

Entry 2:
{
  "formula": "C12H14",
  "method": "the ωB97M-V functional and the def2-TZVPD basis",
  "de_lowest_kj_mol": 369.2,
  "charge": 0,
  "spin_multiplicity": 1,
  "e_homo_ev": -8.6,
  "orbital_gap_ev": 9.57,
  "smiles": "CC(C)(C1=CC1)c1ccccc1",
  "total_energy_ha": -465.467704,
  "elements": ["C", "C", "C", "C", "C", "C", "C", "C", "C", "C", "C", "C", "H", "H", "H", "H", "H", "H", "H", "H", "H", "H", "H", "H", "H", "H"],
  "xyz": [[-3.32, -0.58, -0.10], [-2.37, -1.17, 0.81], [-2.94, 0.54, -0.81], [-1.04, -0.73, 0.73], [-1.64, 1.02, -0.74], [-0.65, 0.33, -0.04], [2.81, -1.39, -0.75], [1.83, -0.78, -0.19], [1.76, -2.21, -0.02], [1.21, 1.19, 1.50], [1.37, 1.66, -0.99], [0.87, 0.73, 0.09], [-4.42, -0.59, -0.04], [-2.71, -2.10, 1.37], [-3.69, 1.05, -1.36], [-0.45, -1.34, 1.27], [-1.36, 1.80, -1.47], [3.51, -1.65, -1.49], [1.18, -2.84, -0.73], [1.70, -2.56, 1.01], [0.37, 1.76, 2.09], [2.13, 1.78, 1.63], [1.29, 0.34, 2.17], [0.97, 2.70, -0.84], [2.39, 1.88, -0.98], [1.17, 1.16, -2.11]],
  "nbo_charge": [-0.22, -0.19, -0.21, -0.21, -0.21, -0.02, -0.22, 0.07, -0.47, -0.63, -0.62, -0.02, 0.22, 0.22, 0.21, 0.21, 0.22, 0.23, 0.17, 0.17, 0.22, 0.22, 0.22, 0.21, 0.22, 0.22]
}

Entry 3:
{
  "formula": "C12H14AlBI2N2O2",
  "method": "the ωB97M-V functional and the def2-TZVPD basis",
  "de_lowest_kj_mol": 1085.5,
  "charge": 2,
  "spin_multiplicity": 1,
  "e_homo_ev": -14.7,
  "orbital_gap_ev": 2.92,
  "total_energy_ha": -1587.155873,
  "elements": ["C", "C", "O", "N", "B", "C", "I", "C", "C", "I", "C", "C", "C", "C", "N", "C", "C", "C", "O", "H", "H", "H", "H", "H", "H", "H", "H", "H", "H", "H", "H", "H", "H", "Al"],
  "xyz": [[1.64, 0.24, 2.55], [2.05, -0.34, 1.07], [2.97, -1.34, 1.10], [1.64, 0.15, -0.28], [0.20, -0.06, -0.66], [-0.24, -1.58, -1.09], [0.79, -3.45, -0.59], [-1.48, -1.76, -1.95], [-1.95, -3.30, -2.39], [-2.74, -0.14, -2.70], [-0.92, 0.58, 0.41], [-1.60, -0.33, 1.63], [-2.73, 0.44, 2.58], [-3.02, 2.01, 2.24], [-2.40, 2.86, 1.17], [-1.40, 2.14, 0.31], [2.17, 1.52, -0.63], [3.12, 1.76, -1.98], [1.87, 2.61, 0.08], [1.22, 1.36, 2.51], [0.88, -0.49, 3.09], [2.59, 0.28, 3.28], [0.04, 0.60, -1.65], [-3.03, -3.23, -2.90], [-1.25, -3.76, -3.22], [-2.10, -4.01, -1.46], [-1.28, -1.46, 1.79], [-3.30, -0.11, 3.45], [-3.82, 2.55, 2.95], [-0.88, 2.79, -0.55], [4.24, 1.52, -1.71], [3.07, 2.89, -2.33], [2.76, 1.09, -2.90], [2.88, -2.07, -1.20]],
  "nbo_charge": [-0.74, 0.79, -0.64, -0.75, 0.09, -0.30, 0.31, -0.07, -0.73, 0.52, -0.22, -0.18, -0.19, 0.04, -0.34, 0.06, 0.70, -0.72, -0.48, 0.30, 0.29, 0.31, 0.12, 0.28, 0.28, 0.26, 0.24, 0.28, 0.27, 0.25, 0.27, 0.30, 0.24, 1.14]
}

Entry 4:
{
  "formula": "C12H14BN3O2S",
  "method": "the ωB97M-V functional and the def2-TZVPD basis",
  "charge": 0,
  "spin_multiplicity": 1,
  "e_homo_ev": -8.0,
  "orbital_gap_ev": 6.76,
  "total_energy_ha": -1203.468886,
  "elements": ["C", "C", "O", "B", "O", "C", "C", "C", "C", "N", "S", "N", "C", "C", "H", "H", "H", "H", "H", "H", "H", "H", "H", "N", "C", "C", "C", "C", "H", "H", "H", "H", "H"],
  "xyz": [[2.63, -1.12, 1.90], [3.46, 0.24, 1.75], [2.81, 1.24, 0.94], [1.93, 2.06, 1.72], [2.31, 3.33, 2.17], [0.48, 1.41, 2.03], [-0.19, 1.42, 3.39], [-1.50, 0.76, 3.54], [-2.13, 0.08, 2.37], [-3.33, -0.62, 2.28], [-3.46, -1.19, 0.71], [-2.08, -0.59, -0.05], [-1.47, 0.06, 1.01], [-0.15, 0.75, 0.87], [1.77, -0.95, 2.62], [3.32, -1.85, 2.40], [2.24, -1.50, 0.92], [4.44, -0.05, 1.26], [3.65, 0.63, 2.80], [3.26, 3.41, 1.92], [0.29, 1.90, 4.27], [-2.01, 0.78, 4.54], [0.38, 0.73, -0.12], [-1.79, -1.14, -3.39], [-1.18, -0.12, -4.08], [-1.22, -0.43, -5.41], [-1.89, -1.68, -5.54], [-2.23, -2.09, -4.28], [-1.90, -1.18, -2.39], [-0.78, 0.73, -3.55], [-0.82, 0.17, -6.21], [-2.09, -2.21, -6.45], [-2.74, -2.97, -3.93]],
  "nbo_charge": [-0.64, -0.07, -0.76, 1.17, -0.87, -0.39, -0.17, -0.22, 0.09, -0.56, 0.87, -0.60, 0.09, -0.16, 0.21, 0.21, 0.22, 0.19, 0.17, 0.50, 0.24, 0.24, 0.24, -0.51, -0.08, -0.30, -0.31, -0.08, 0.43, 0.21, 0.22, 0.22, 0.21]
}

Entry 5:
{
  "formula": "C12H14BN9Ti",
  "method": "the ωB97M-V functional and the def2-TZVPD basis",
  "de_lowest_kj_mol": 0.0,
  "charge": 0,
  "spin_multiplicity": 3,
  "e_homo_ev": [-6.4, -8.5],
  "orbital_gap_ev": [6.60, 8.70],
  "total_energy_ha": -1832.859567,
  "s2": 2.01,
  "elements": ["H", "N", "B", "N", "C", "Ti", "H", "C", "H", "C", "H", "C", "H", "H", "H", "N", "N", "N", "N", "C", "C", "H", "H", "C", "C", "C", "C", "H", "H", "H", "H", "H", "N", "C", "N", "C", "N"],
  "xyz": [[-0.03, -3.30, 0.95], [0.10, -1.56, -0.27], [0.40, 0.05, -2.23], [0.26, -1.38, -1.64], [0.32, -2.57, -2.25], [0.00, 0.17, 0.88], [0.44, -2.60, -3.33], [0.21, -3.57, -1.28], [0.23, -4.63, -1.45], [0.08, -2.91, -0.05], [0.51, -0.01, -3.42], [0.36, 1.65, 2.60], [0.34, 0.90, 3.39], [-0.64, 2.06, 2.40], [0.97, 2.50, 2.95], [1.63, 0.66, -1.53], [-0.86, 0.85, -1.80], [1.67, 0.71, -0.15], [-1.19, 1.02, -0.46], [2.76, 1.17, -2.02], [-1.78, 1.45, -2.56], [2.91, 1.20, -3.08], [-1.67, 1.41, -3.64], [3.56, 1.58, -0.96], [-2.74, 2.05, -1.73], [2.86, 1.27, 0.20], [-2.35, 1.75, -0.42], [4.52, 2.05, -1.01], [-3.59, 2.62, -2.05], [3.09, 1.44, 1.24], [-2.81, 1.98, 0.52], [0.98, 1.33, 1.69], [-1.02, -0.82, 2.36], [-1.64, -1.20, 3.29], [-2.43, -1.39, 4.26], [-2.61, -2.50, 4.95], [-2.86, -3.42, 5.64]],
  "nbo_charge": [0.23, -0.34, 0.54, -0.31, 0.01, 1.10, 0.22, -0.35, 0.23, 0.00, -0.02, -0.86, 0.26, 0.25, 0.25, -0.29, -0.31, -0.38, -0.37, 0.03, 0.01, 0.23, 0.23, -0.34, -0.34, 0.00, -0.02, 0.24, 0.24, 0.22, 0.22, 0.18, -0.73, 0.66, -0.66, 0.43, -0.45]
}

Entry 6:
{
  "formula": "C12H14CdN2PS",
  "method": "the ωB97M-V functional and the def2-TZVPD basis",
  "de_lowest_kj_mol": 0.0,
  "charge": -1,
  "spin_multiplicity": 1,
  "e_homo_ev": [-0.2, -0.2],
  "orbital_gap_ev": [2.58, 2.58],
  "total_energy_ha": -1482.288389,
  "elements": ["C", "C", "C", "C", "C", "Cd", "P", "H", "H", "H", "H", "H", "H", "H", "H", "N", "C", "N", "C", "C", "C", "C", "C", "C", "S", "H", "H", "H", "H", "H", "H"],
  "xyz": [[-2.18, 0.04, 1.14], [-2.86, 1.01, 0.33], [-2.40, 2.35, 0.60], [-1.60, 2.25, 1.76], [-1.32, 0.91, 2.08], [-0.24, 0.45, 0.17], [0.00, -0.95, -2.33], [-2.34, -1.20, 1.12], [-3.72, 0.80, -0.27], [-2.89, 3.31, 0.32], [-0.85, 0.74, 3.01], [-1.33, 3.04, 2.44], [0.96, -1.04, -3.41], [-1.12, -1.46, -3.10], [0.31, -2.25, -1.81], [0.19, -1.72, 2.77], [1.32, -1.64, 2.05], [1.61, -0.95, 0.94], [2.90, -1.21, 0.45], [3.51, -0.63, -0.69], [4.86, -0.95, -0.89], [5.54, -1.80, -0.01], [4.94, -2.41, 1.10], [3.58, -2.15, 1.27], [2.63, -2.74, 2.56], [0.25, -2.00, 3.74], [-0.65, -1.23, 2.53], [2.96, 0.02, -1.38], [5.40, -0.52, -1.73], [6.61, -2.02, -0.15], [5.44, -3.04, 1.85]],
  "nbo_charge": [-0.59, -0.31, -0.35, -0.28, -0.56, 0.29, -0.04, 0.23, 0.21, 0.21, 0.22, 0.20, -0.06, -0.06, -0.03, -0.81, 0.30, -0.59, 0.22, -0.25, -0.23, -0.24, -0.22, -0.27, 0.28, 0.39, 0.43, 0.25, 0.21, 0.20, 0.21]
}